# 1
Computed, not measured: a structure of composition C8H20F8Li5N5O23S8 at a distorted geometry, with wB97M-V/def2-TZVPD.

Results
* electronic energy: -172603.3899 eV
* LUMO: -2.89 eV
* highest occupied orbital energy: -0.3741 Eh

ORCA input file:
```
! RIJCOSX wB97M-V def2-TZVPD def2/J DEFGRID3
* xyz 0 1
Li -2.4618 -0.3876 0.9656
Li -0.2136 -1.1347 2.5488
Li 2.2729 -0.6623 -1.4627
Li -2.8138 2.0143 -0.8596
Li -0.6073 2.8567 -2.2563
N 1.6336 -0.8238 -3.3545
S 0.0435 -0.2485 -3.7262
O -0.5923 -0.9639 -4.8493
O -0.3352 1.1449 -3.4536
F -0.6665 -0.9346 -2.4490
S 2.2533 0.1044 -4.4201
O 2.7026 1.4290 -3.9495
O 1.8835 -0.1083 -5.8418
F 3.6371 -0.7175 -4.3931
N -3.3237 -1.9181 -3.2540
S -4.0193 -0.5820 -2.8956
O -3.1237 0.4603 -2.2590
O -5.4730 -0.6324 -2.7207
F -4.0256 -0.0643 -4.3813
S -3.4475 -2.4852 -1.6631
O -4.6712 -3.1382 -1.4185
O -2.6670 -1.9336 -0.5514
F -2.5502 -3.7886 -1.9195
N -2.1576 -1.4093 2.6699
S -2.7807 -0.9766 3.9966
O -2.2855 -1.5299 5.2176
O -4.0970 -0.4292 3.9087
F -1.9105 0.3688 3.9991
S -2.9919 -2.8958 2.7197
O -4.2428 -2.8406 1.9355
O -2.9404 -3.8165 3.8406
F -2.0023 -3.6737 1.7090
N 2.3623 -2.5659 -0.9340
S 3.4814 -3.2847 -0.2148
O 3.6626 -4.6819 -0.6857
O 3.8508 -2.9886 1.1777
F 4.6478 -2.6322 -1.0815
S 1.2431 -3.2073 0.2271
O 0.9224 -2.2492 1.2631
O 1.1160 -4.6449 0.5178
F 0.0582 -2.9321 -0.7752
N -0.1180 0.7426 -0.0230
O -0.4216 0.1103 0.9361
O 0.9171 0.6147 -0.5184
O -0.9632 1.3745 -0.5488
C 1.0544 4.0037 0.3311
O 0.9405 3.7559 -1.0872
C 1.4146 4.9063 -1.8109
C 1.3662 4.7069 -3.3653
O 0.0293 4.2742 -3.6191
C -0.2514 4.3416 -5.0224
H 0.6083 4.9254 0.7048
H 2.1326 4.0266 0.4891
H 0.5663 3.1658 0.8291
H 2.4452 5.0153 -1.4732
H 0.9002 5.8575 -1.6739
H 2.1654 4.0863 -3.7706
H 1.5018 5.7440 -3.6721
H -0.1867 5.3728 -5.3696
H -1.1215 3.7845 -5.3696
H 0.6320 3.9023 -5.4857
C 0.7595 1.7939 3.5813
O 0.9025 0.3889 3.6099
C 1.4412 -0.1989 4.8082
C 1.7309 -1.6809 4.5585
O 0.4639 -2.3181 4.3063
C 0.4455 -3.7507 4.3001
H -0.0952 2.1367 2.9981
H 1.7300 2.0523 3.1578
H 0.7922 2.1812 4.5997
H 0.6847 -0.0910 5.5855
H 2.4023 0.2414 5.0737
H 2.1592 -2.1697 5.4335
H 2.3996 -1.8814 3.7214
H -0.5899 -4.0824 4.3786
H 0.9557 -4.2685 5.1123
H 0.8358 -4.1604 3.3685
*
```

=====

# 2
Computed, not measured: a cluster of 4 separate species, C4H18N2O5 in total at a distorted geometry, with wB97M-V/def2-TZVPD.

Results
* electronic energy: -17648.2256 eV
* energy above the lowest of the compared OMol25 structures with the same formula, charge and spin: 94.3 kJ/mol
* LUMO (alpha / beta): -2.73 / -8.59 eV
* highest occupied orbital energy (alpha / beta): -0.5034 / -0.5007 Eh

ORCA input file:
```
! RIJCOSX wB97M-V def2-TZVPD def2/J DEFGRID3
* xyz 1 2
C -1.0238 -1.2501 -0.8500
N 0.3067 -1.4953 -0.2619
C 0.9573 -2.7043 -0.7564
O 1.3656 -2.5714 -2.1084
C -1.3471 0.2519 -0.9292
N -1.8211 0.7202 0.4003
C -1.5235 2.1173 0.7024
O -2.2655 3.0088 -0.0868
H -1.1145 -1.7012 -1.8864
H -1.7996 -1.7978 -0.2107
H 0.8621 -0.6413 -0.3755
H 0.2727 -3.5583 -0.8040
H 1.8663 -2.8938 -0.0735
H 1.9524 -1.7780 -2.1842
H -0.4382 0.8921 -1.3033
H -2.1593 0.4646 -1.7147
H -2.8754 0.5271 0.5478
H -0.3618 2.3176 0.5755
H -1.8360 2.4388 1.7552
H -1.8933 3.0814 -0.9802
H 1.2829 0.6792 2.0707
H 2.6767 1.0567 2.4285
O 1.9831 1.3099 1.8145
H 0.3349 -1.2572 1.8086
H -0.6752 -0.1523 1.8536
O 0.1104 -0.5241 2.3905
H 2.2673 1.0320 0.1574
H 2.6147 1.5941 -1.1909
O 2.2811 0.8333 -0.7892
*
```

=====

# 3
Computed, not measured: a cluster of 6 separate species, C5H22N2O5 in total at a distorted geometry, with wB97M-V/def2-TZVPD.

Results
* electronic energy: -18758.2782 eV
* energy above the lowest of the compared OMol25 structures with the same formula, charge and spin: 180.2 kJ/mol
* LUMO: 0.45 eV
* highest occupied orbital energy: -0.3150 Eh

ORCA input file:
```
! RIJCOSX wB97M-V def2-TZVPD def2/J DEFGRID3
* xyz 0 1
C 0.4341 3.3001 -0.4648
C -0.0378 1.9358 -1.0972
N -0.1744 1.9130 -2.5736
C -1.3006 1.4445 -0.3581
C -1.1393 0.0304 0.2338
C -1.8602 -1.0139 -0.1548
N -2.2139 -2.1121 0.5807
H 0.7061 4.0985 -1.1179
H 1.4217 3.0402 0.0161
H -0.2191 3.6608 0.3284
H 0.8450 1.2640 -1.0300
H -0.9333 2.5619 -2.7696
H 0.6390 2.0707 -3.1255
H -1.6672 2.0467 0.5071
H -2.1388 1.3423 -1.0272
H -0.8160 0.0921 1.2801
H -2.2555 -1.1998 -1.1588
H -2.1968 -2.1878 1.5906
H -2.7956 -2.8097 0.1815
O -0.1930 -1.2397 -2.7201
H -0.0902 -1.4451 -3.6489
H -0.3803 -0.3203 -2.4868
O -0.0620 1.0146 3.5818
H -0.0815 1.3194 2.6735
H -0.1563 0.0524 3.5893
O -0.0862 -2.1636 3.0550
H 0.7916 -2.4587 2.7908
H -0.5916 -2.1205 2.2320
O 3.7286 -0.3771 0.1646
H 2.9875 -0.8007 -0.3106
H 3.5199 0.5501 0.2983
O 1.7152 -2.0177 -0.5258
H 1.4058 -1.8293 -1.4325
H 1.2109 -1.3282 -0.0649
*
```

=====

# 4
Computed, not measured: a cluster of 2 separate species, C5H9NO2 in total at a distorted geometry, with wB97M-V/def2-TZVPD.

Results
* electronic energy: -10912.2057 eV
* energy above the lowest of the compared OMol25 structures with the same formula, charge and spin: 421.6 kJ/mol
* LUMO: 0.39 eV
* highest occupied orbital energy: -0.3274 Eh

ORCA input file:
```
! RIJCOSX wB97M-V def2-TZVPD def2/J DEFGRID3
* xyz 0 1
N -1.6520 0.3408 1.2203
C -1.2113 0.0953 -0.1084
O -1.4770 -1.1215 -0.6047
C -1.4324 1.2084 -1.1061
O -1.7618 2.3268 -0.8030
H -1.8719 1.3159 1.3811
H -2.4283 -0.2575 1.4704
H 0.0415 0.0988 -0.0765
H -0.5771 -1.7095 -0.4479
H -1.2770 0.8923 -2.1545
C 1.0314 -1.8620 -0.2705
C 1.3825 -0.6989 -0.0235
C 2.3060 0.3566 0.4229
H 1.2858 -2.8680 -0.5193
H 2.3860 1.1466 -0.3265
H 1.9571 0.8026 1.3562
H 3.2985 -0.0667 0.5900
*
```

=====

# 5
Computed, not measured: a structure of composition C2H6N3S2 at a distorted geometry, with wB97M-V/def2-TZVPD.

Results
* electronic energy: -28302.2324 eV
* energy above the lowest of the compared OMol25 structures with the same formula, charge and spin: 326.2 kJ/mol
* LUMO: -3.63 eV
* highest occupied orbital energy: -0.4261 Eh

ORCA input file:
```
! RIJCOSX wB97M-V def2-TZVPD def2/J DEFGRID3
* xyz 1 1
C 1.7031 0.8571 -2.2035
C -0.4208 -0.1374 -2.1098
N 0.0492 -0.4081 -0.9559
N 1.6970 0.3083 -1.0023
N 1.1665 -2.6426 1.6152
S 2.6209 -0.0468 0.2202
S 0.4589 0.6952 -3.2995
H 0.9695 -2.7527 2.6175
H 2.5461 1.3532 -2.4684
H -1.4881 -0.5953 -2.3625
H 2.0111 -2.0765 1.4142
H 0.3810 -2.2110 1.3420
H 1.2249 -3.5996 1.2139
*
```

=====

# 6
Computed, not measured: the molecule C4H5N3 at a distorted geometry, with wB97M-V/def2-TZVPD.

Results
* electronic energy: -8696.4523 eV
* energy above the lowest of the compared OMol25 structures with the same formula, charge and spin: 324.2 kJ/mol
* LUMO: 0.45 eV
* highest occupied orbital energy: -0.3244 Eh

ORCA input file:
```
! RIJCOSX wB97M-V def2-TZVPD def2/J DEFGRID3
* xyz 0 1
C 2.1661 0.0080 0.4265
N 1.6026 -0.2251 -0.6781
N 0.0951 -0.0994 -0.4417
C -0.7058 1.0249 -0.4077
C -1.9219 0.5265 0.0735
N -1.8723 -0.9126 0.1607
C -0.7032 -1.1898 -0.2225
H 1.6908 0.5036 1.2618
H 3.1747 -0.3926 0.5787
H -0.3555 1.9800 -0.4693
H -2.8479 1.0344 0.2779
H -0.3228 -2.2579 -0.5599
*
```